No. 1
DFT (the ωB97M-V functional and the def2-TZVPD basis) results for one molecule with the formula C17H27N5O3.

Output
Energy relative to the best compared isomer or geometry (same formula, charge and spin) (kcal per mole): 0.1
SMILES: CCOCCn1c(CN2CCCCC2)nc2c1c(=O)n(C)c(=O)n2C
Electronic energy (eV): -31661.842
Frontier orbital gap (eV): 8.98

XYZ file:
```
52
Properties=species:S:1:pos:R:3:forces:R:3:nbo_charge:R:1
C -2.5548 -4.9864 -0.3529 0.3 0.3 -0.1 -0.6190
C -1.5666 -3.9392 -0.8389 -0.1 -0.2 -0.1 -0.0533
O -1.2203 -3.1095 0.2484 0.0 0.0 0.2 -0.5421
C -0.2979 -2.1072 -0.0932 0.1 0.2 -0.1 -0.0625
C 0.0637 -1.3550 1.1904 -0.5 -0.8 -0.1 -0.2268
N 0.8143 -0.1638 0.9081 0.2 0.4 -0.1 -0.2956
C 0.3840 1.1173 0.8998 0.1 -0.2 0.1 0.4117
C -1.0069 1.5263 1.2409 -0.2 0.0 0.0 -0.2751
N -1.9556 0.8736 0.3521 0.1 -0.1 0.1 -0.4527
C -3.3265 0.8873 0.8271 -0.2 0.1 0.2 -0.2124
C -4.0072 2.2548 0.7070 0.0 -0.2 -0.2 -0.4212
C -3.9545 2.7238 -0.7450 0.2 0.2 0.2 -0.3989
C -2.5082 2.7289 -1.2344 -0.1 -0.3 0.0 -0.4219
C -1.8791 1.3476 -1.0198 0.1 0.2 -0.2 -0.2239
N 1.3342 1.9737 0.5635 0.2 0.5 -0.1 -0.5045
C 2.4281 1.2159 0.3382 -0.7 -1.2 0.3 0.3566
C 2.1415 -0.1263 0.5361 0.4 0.8 -0.2 -0.0951
C 3.1223 -1.1528 0.3644 -0.3 0.2 0.0 0.6574
O 2.9635 -2.3517 0.5009 -0.1 -0.2 0.1 -0.6250
N 4.3579 -0.6093 -0.0041 0.2 -0.2 0.0 -0.4531
C 5.4611 -1.5343 -0.2070 0.2 -0.2 0.0 -0.4166
C 4.6759 0.7267 -0.2069 -0.1 0.2 0.0 0.7940
O 5.7960 1.0618 -0.5269 0.3 0.0 -0.1 -0.6337
N 3.6643 1.6459 -0.0286 0.1 0.0 0.0 -0.4104
C 3.9175 3.0559 -0.2259 0.1 0.3 -0.1 -0.4124
H -2.1033 -5.5775 0.4386 0.0 -0.1 0.1 0.2135
H -3.4430 -4.5014 0.0419 -0.1 0.0 0.0 0.2101
H -2.8369 -5.6405 -1.1730 -0.1 -0.1 -0.1 0.2104
H -2.0134 -3.3326 -1.6436 0.1 -0.1 0.1 0.1573
H -0.6629 -4.4222 -1.2424 -0.1 0.1 0.0 0.1641
H -0.7432 -1.4064 -0.8175 0.1 0.0 0.1 0.1666
H 0.6082 -2.5477 -0.5348 -0.1 0.1 0.1 0.1860
H 0.6637 -2.0122 1.8242 -0.1 0.1 0.0 0.2296
H -0.8610 -1.0861 1.7001 0.1 0.0 0.0 0.2253
H -1.0358 2.6248 1.2053 0.1 -0.1 0.1 0.2059
H -1.2324 1.2127 2.2658 0.0 0.1 0.0 0.2183
H -3.3391 0.5432 1.8644 0.0 -0.1 0.0 0.1977
H -3.8774 0.1580 0.2243 -0.1 0.0 0.1 0.1940
H -5.0417 2.1779 1.0454 0.0 0.0 0.1 0.2125
H -3.4963 2.9772 1.3472 0.0 0.1 0.1 0.1944
H -4.3887 3.7215 -0.8379 -0.1 0.0 -0.1 0.2099
H -4.5431 2.0420 -1.3643 -0.1 0.0 -0.1 0.1933
H -2.4656 2.9829 -2.2945 0.1 0.1 0.0 0.2137
H -1.9355 3.4812 -0.6887 0.0 0.1 0.0 0.1979
H -0.8282 1.3632 -1.3189 0.0 -0.1 -0.1 0.2075
H -2.4046 0.6147 -1.6415 0.1 0.0 -0.1 0.1930
H 6.2738 -1.2957 0.4784 0.0 0.0 -0.1 0.2134
H 5.0865 -2.5376 -0.0191 0.1 0.1 0.0 0.2421
H 5.8316 -1.4498 -1.2282 0.0 0.0 0.1 0.2129
H 3.3496 3.4191 -1.0828 0.0 0.0 0.0 0.2061
H 4.9837 3.1807 -0.4034 -0.1 0.0 0.0 0.2480
H 3.6082 3.6066 0.6614 0.0 0.0 0.0 0.2126
```
Positions in Å, forces in eV/Å.

=====

No. 2
DFT (the ωB97M-V functional and the def2-TZVPD basis) results for C17H27NO2S as an isolated structure.

Output
Energy relative to the best compared isomer or geometry (same formula, charge and spin) (kcal per mole): 426.1
Electronic energy (eV): -34468.654
Frontier orbital gap (eV): 8.49

XYZ file:
```
48
Properties=species:S:1:pos:R:3:forces:R:3:nbo_charge:R:1
C -0.9460 -1.2664 1.8838 3.1 -2.6 -6.7 -0.5901
H -1.8205 -1.7157 1.9747 -3.9 -2.3 1.2 0.1863
H -0.0936 -1.9667 1.8001 -0.7 -0.2 0.8 0.2005
H -0.7236 -0.5908 2.5685 0.7 3.5 2.7 0.1965
C -0.9406 -0.7342 0.2898 -0.5 9.8 12.3 0.0111
N 0.3351 -0.1556 0.2320 3.1 -2.1 -3.5 -0.6535
H 0.2948 0.8009 0.1787 0.1 2.6 -0.4 0.3729
C 1.1245 -0.7387 -0.9673 2.1 -0.3 5.8 -0.2388
H 1.8153 -0.0422 -1.3736 0.2 0.5 -0.6 0.2233
C 1.9639 -1.9803 -0.2242 4.2 7.9 -1.3 0.0975
O 2.2432 -1.4302 1.1217 4.2 -5.8 -2.5 -0.7452
H 1.6090 -0.8042 1.2715 -3.1 3.0 0.2 0.4925
C 3.1952 -2.4666 -1.1598 3.4 6.7 13.5 -0.0124
O 3.9848 -1.1083 -1.4153 -5.2 -6.6 -5.5 -0.5691
C 4.7011 -0.5600 -0.5657 4.5 4.1 8.2 -0.0274
C 3.9908 0.6740 0.1909 3.1 -1.6 -9.7 -0.1708
C 3.7226 0.8560 1.3866 -4.7 9.8 0.0 -0.2666
C 3.0419 2.2371 1.5186 0.1 3.2 -1.6 -0.2706
C 3.1063 3.0348 0.1791 -1.9 -2.3 8.0 -0.5303
S 3.6494 2.0397 -0.9165 2.0 -3.5 -2.6 0.4699
H 2.5462 3.8898 -0.0658 -0.3 1.1 0.1 0.2391
H 2.5973 2.8004 2.5165 1.4 -1.9 -2.7 0.2220
H 3.8290 0.4705 2.2236 1.2 -4.7 7.1 0.2154
H 4.8229 -1.1687 0.5809 0.7 0.8 -3.5 0.1592
H 5.6720 -0.1213 -1.1444 -1.5 -1.1 2.0 0.1792
H 2.9403 -2.7360 -1.9895 -2.8 -3.3 -9.3 0.1550
H 3.7838 -3.1820 -0.4666 -0.4 1.2 -1.7 0.2034
H 1.3242 -2.6741 -0.2304 -4.9 -6.0 0.7 0.1335
H 0.4373 -1.1822 -1.5486 -2.1 -1.2 -2.9 0.1683
C -1.9167 0.5783 0.4800 -2.1 -1.0 -5.0 -0.1870
H -1.5889 1.4529 1.1026 0.0 -1.8 0.3 0.2299
C -3.4566 0.2746 0.5979 1.9 -1.2 8.7 -0.2312
H -3.5757 0.1430 1.8000 -0.3 -0.2 -2.6 0.2133
C -4.1404 1.4089 0.1267 1.1 7.9 -0.1 -0.4189
H -3.8261 2.4008 0.6148 0.6 -1.1 -0.4 0.1898
H -5.1626 1.6750 0.2237 -1.6 -1.4 -0.3 0.2296
C -3.5252 1.3393 -1.4276 3.4 -10.3 11.9 -0.1794
H -3.8422 2.0871 -1.7403 -5.4 11.5 -6.7 0.1834
C -2.0636 1.3414 -0.9633 -3.1 0.7 4.2 -0.4098
H -1.6281 0.8641 -1.6525 4.3 -3.9 -5.2 0.1813
H -1.5543 2.2310 -0.7974 0.2 2.2 -0.4 0.2022
C -4.1566 -0.0193 -1.3380 0.3 0.7 -18.8 -0.4175
H -3.4702 -0.6111 -2.2847 -1.5 0.8 2.0 0.1696
H -5.0817 -0.2274 -1.9485 0.3 1.2 0.7 0.2567
C -4.0649 -0.7331 -0.2776 6.3 -8.8 9.3 -0.4116
H -3.1777 -1.7480 -0.2276 -2.6 2.6 -0.6 0.1485
H -4.8735 -1.2068 0.1620 -1.9 -0.5 0.6 0.2341
H -1.1015 -1.4297 -0.2995 -2.1 -6.2 -5.8 0.1666
```
Positions in Å, forces in eV/Å.

=====

No. 3
DFT (the ωB97M-V functional and the def2-TZVPD basis) results for a 2-piece molecular cluster, C17H27O2Si overall.

Output
Energy relative to the best compared isomer or geometry (same formula, charge and spin) (kcal per mole): 6.5
Electronic energy (eV): -30033.667
Frontier orbital gap (eV): 5.69
Net charge: +1

XYZ file:
```
47
Properties=species:S:1:pos:R:3:forces:R:3:nbo_charge:R:1
C 2.5867 -3.9362 0.1010 -0.4 -0.7 0.3 -0.2693
O 2.5667 -2.5828 -0.3839 -0.1 1.8 0.6 -0.4119
C 2.4979 -1.5420 0.3929 1.6 -1.0 -0.9 0.4648
C 2.9462 -0.2773 -0.1095 -0.4 0.1 0.0 -0.1426
C 3.2442 0.7155 0.8522 -0.3 -0.1 -0.3 -0.1165
C 3.5942 1.9906 0.4326 0.2 0.1 -0.1 -0.2217
C 3.6415 2.2888 -0.9415 0.1 -0.4 0.5 -0.0949
C 3.3968 1.2893 -1.8939 0.0 -0.2 -0.2 -0.2184
C 3.0611 0.0035 -1.4981 0.0 0.0 0.4 -0.1232
H 2.5402 -4.5494 -0.8015 0.0 0.1 0.3 0.2351
H 3.5243 -4.1159 0.6338 -0.1 0.1 -0.1 0.2177
H 1.7265 -4.1494 0.7477 0.2 0.2 -0.2 0.2174
H 2.2870 -1.6719 1.4630 -0.1 -0.1 -0.3 0.2203
H 3.2034 0.4288 1.9031 0.0 0.3 -0.2 0.2305
H 3.8456 2.7562 1.1693 -0.1 -0.2 -0.3 0.2473
H 3.9137 3.2950 -1.2644 -0.1 -0.3 0.1 0.2439
H 3.4937 1.5217 -2.9564 -0.1 -0.1 0.4 0.2456
H 2.8844 -0.8029 -2.2103 0.0 0.4 0.1 0.2414
C -2.8794 2.9058 2.0614 0.2 0.2 0.0 -1.1448
Si -1.7092 2.2296 0.7749 -0.2 -0.4 0.3 1.8886
C -2.5546 2.1698 -0.8913 0.1 0.0 -0.1 -1.1556
C -0.0769 3.1225 0.6952 0.0 0.3 0.0 -1.1441
O -1.2649 0.6830 1.3002 -0.1 -0.3 0.2 -0.8626
C -1.5027 -0.4897 0.6509 1.1 0.1 -0.5 0.4019
C -0.4844 -1.1271 0.0085 -1.2 1.0 0.7 -0.3301
C -0.7578 -2.1799 -0.9960 -0.1 -0.8 -0.5 -0.4250
C -2.1175 -2.8684 -0.7977 0.2 -0.1 0.1 -0.3887
C -3.2264 -1.8490 -0.5389 0.0 -0.1 -0.1 -0.3916
C -2.9189 -1.0117 0.6983 0.2 -0.3 0.0 -0.4750
H -3.1846 3.9263 1.7906 0.0 -0.2 0.1 0.2456
H -3.7842 2.2895 2.1452 0.2 0.1 -0.1 0.2477
H -2.3949 2.9394 3.0458 -0.1 0.0 -0.2 0.2482
H -2.7664 3.2059 -1.2006 0.0 -0.3 0.0 0.2534
H -1.9122 1.7159 -1.6596 -0.2 0.1 0.1 0.2424
H -3.5100 1.6256 -0.8678 0.3 0.2 0.0 0.2462
H -0.2178 4.1550 0.3469 0.1 -0.2 0.1 0.2454
H 0.3903 3.1501 1.6889 -0.1 0.0 -0.2 0.2430
H 0.6196 2.6177 0.0129 -0.2 0.1 0.1 0.2295
H 0.5336 -0.7458 0.1009 -0.6 0.4 -0.2 0.1767
H -0.7401 -1.7464 -2.0136 0.1 0.0 0.3 0.2068
H 0.0458 -2.9253 -0.9798 -0.1 -0.1 -0.1 0.1844
H -2.3563 -3.4835 -1.6751 0.0 0.1 0.2 0.2188
H -2.0530 -3.5467 0.0633 0.0 0.1 -0.1 0.1962
H -3.3185 -1.1869 -1.4081 -0.1 -0.1 0.0 0.2012
H -4.1804 -2.3681 -0.3981 0.1 0.1 -0.1 0.2213
H -2.9833 -1.6711 1.5835 -0.1 0.4 -0.1 0.2285
H -3.6491 -0.1980 0.8229 0.3 -0.2 0.0 0.2258
```
Positions in Å, forces in eV/Å.

=====

No. 4
DFT (the ωB97M-V functional and the def2-TZVPD basis) results for an isolated ion of composition C17H28BN2OS and charge +1.

Output
Electronic energy (eV): -34612.262
Frontier orbital gap (eV): 7.53
Net charge: +1

XYZ file:
```
50
Properties=species:S:1:pos:R:3:forces:R:3:nbo_charge:R:1
C -0.5523 -1.9299 -3.9811 0.6 1.1 -0.2 -0.6264
C 0.1986 -0.5479 -4.4335 -0.3 -0.4 -0.6 -0.4166
C -0.8491 0.5851 -4.8955 0.2 0.9 0.6 -0.4066
C -1.3388 1.5402 -3.6759 -0.1 -1.4 0.2 -0.3990
C -2.0756 0.6771 -2.5152 0.7 0.7 -0.1 -0.4204
C -2.7055 1.6697 -1.4046 -0.3 -1.0 -0.2 -0.4039
C -1.7491 1.8233 -0.0938 -1.6 -0.2 -0.8 -0.4242
C -1.8237 0.4168 0.6725 -0.2 0.1 0.4 -0.4424
C -0.6299 0.1464 1.7150 0.3 -0.6 0.3 -0.1194
C 0.8181 0.7696 1.4559 3.3 1.7 -0.7 -0.1411
C 1.1571 2.2632 1.8096 3.2 -2.4 -1.6 -0.1726
C 2.6269 2.7292 1.5447 -2.3 -3.9 -0.5 -0.2495
C 3.6010 1.6684 0.9776 -1.7 0.6 0.5 0.0448
N 3.3182 0.3171 0.6260 -3.4 3.1 2.1 -0.4040
C 1.9732 -0.0825 0.8782 -0.9 1.8 0.7 0.0209
C -0.5301 -1.3900 2.2138 0.0 0.6 0.0 -0.2417
N 0.2151 -1.2900 3.5178 0.8 2.3 2.5 -0.5938
B 1.2034 -2.2215 4.1748 1.5 -1.9 1.6 1.1337
C 2.3963 -3.0125 3.3792 -0.5 -0.6 0.7 -1.0282
O 1.0828 -2.3917 5.6110 -0.1 -0.2 -3.3 -0.8793
C 0.0156 -0.1664 4.2367 -1.9 -0.4 -2.7 0.1290
S -1.2145 0.8835 3.3200 2.1 -0.9 1.6 0.3361
H -0.5102 -1.9903 -2.8355 -0.3 -0.2 -1.7 0.1918
H -1.6383 -1.8692 -4.3684 1.8 -0.4 0.8 0.2129
H 0.0145 -2.8068 -4.4367 -1.0 1.0 0.7 0.2238
H 0.8643 -0.7640 -5.3538 -1.0 0.2 1.5 0.2172
H 0.9091 -0.1937 -3.5933 -1.2 -0.3 -1.3 0.2000
H -1.7781 0.1307 -5.4086 1.6 0.6 0.8 0.2061
H -0.3251 1.2810 -5.6432 -0.8 -1.1 0.9 0.2172
H -0.3938 2.0034 -3.2114 -1.5 -0.4 -0.7 0.1982
H -2.0779 2.3344 -4.0403 1.2 -1.0 0.4 0.2115
H -1.2636 0.0423 -2.0180 -1.1 0.7 -0.7 0.1870
H -2.8452 -0.0552 -2.9599 1.1 1.3 0.7 0.2176
H -2.9558 2.6716 -1.8903 0.5 -1.3 0.8 0.2260
H -3.7188 1.1996 -1.1002 1.6 0.9 -0.1 0.2079
H -2.2673 2.6346 0.5488 1.2 -1.2 -0.8 0.2223
H -0.6998 2.1435 -0.4101 -1.4 -0.5 0.6 0.2309
H -1.9265 -0.4913 -0.0227 0.4 1.5 0.8 0.2440
H -2.7999 0.4350 1.2939 1.5 -0.2 -1.0 0.2318
H 0.3879 2.9754 2.2575 1.2 -1.2 -0.8 0.2477
H 2.9269 3.8038 1.7867 -0.3 -1.9 -0.5 0.2577
H 4.6881 2.0181 0.8193 -1.9 -0.8 0.2 0.2289
H 1.7110 -1.1750 0.6175 0.7 1.9 0.3 0.1995
H -1.5572 -1.7832 2.5549 1.3 0.5 -1.1 0.2586
H 0.0286 -2.0828 1.5005 -0.9 0.9 1.1 0.2588
H 3.2709 -2.3360 3.0864 -1.4 -0.9 0.1 0.2866
H 2.8168 -3.7736 4.1332 -0.5 1.0 -1.2 0.2479
H 1.9866 -3.6288 2.4989 0.8 1.1 1.1 0.2581
H 1.4929 -3.2594 5.8342 -0.1 1.1 0.0 0.5196
H 0.5219 0.0787 5.2273 -0.9 -0.6 -1.4 0.2948
```
Positions in Å, forces in eV/Å.